165
Properties=species:S:1:pos:R:3:forces:R:3:mulliken_charge:R:1 method="wB97M-V/def2-TZVPD" lumo_energy_ev=-1.8 energy_ha=-6606.36689 orbital_gap_ev=6.5 multiplicity=1
C -17.661 22.447 15.448 1.6 -0.4 -0.1 -1.55
C -17.439 23.078 16.817 -0.1 1.1 -0.1 0.23
C -15.932 23.346 16.969 -0.8 -1.1 -0.2 -0.39
N -15.553 24.007 18.279 0.1 -0.1 -0.8 1.05
C -14.067 24.246 18.270 0.6 0.5 0.0 -0.06
C -13.516 24.838 19.564 -0.1 -0.4 0.7 -1.01
C -13.881 24.005 20.807 0.0 -0.4 -0.5 -0.85
C -15.367 23.680 20.751 -1.1 0.0 0.3 -0.90
C -15.896 23.100 19.428 0.1 1.0 0.6 -0.51
C -16.220 25.344 18.254 0.3 0.3 1.8 -1.23
H -17.060 22.998 14.719 -0.5 0.4 -0.1 0.01
H -18.675 22.366 15.078 -0.1 0.0 0.2 0.50
H -17.117 21.496 15.422 -0.6 -0.4 0.1 0.46
H -17.786 22.466 17.651 -0.1 -0.2 -0.2 0.31
H -17.995 24.018 16.871 -0.1 0.0 -0.1 0.31
H -15.506 23.927 16.154 -0.1 0.2 0.1 -0.54
H -15.490 22.349 16.918 0.6 0.2 0.3 0.42
H -13.542 23.322 18.026 -0.3 -0.2 0.1 0.53
H -13.849 24.913 17.437 -0.1 -0.1 -0.1 -0.12
H -12.430 24.877 19.481 0.0 0.1 -0.2 0.46
H -13.864 25.853 19.768 0.0 0.1 -0.4 0.30
H -13.303 23.078 20.825 0.0 0.0 -0.1 0.33
H -13.586 24.556 21.699 -0.3 0.0 0.1 0.42
H -15.772 23.019 21.523 0.7 -0.3 0.1 0.51
H -15.978 24.562 20.977 0.3 0.3 -0.3 0.31
H -15.525 22.112 19.167 0.2 0.0 0.1 0.35
H -16.977 23.047 19.530 0.0 -0.1 -0.3 0.45
H -15.880 25.926 19.115 0.4 -0.1 -0.2 0.53
H -17.285 25.293 18.467 -0.1 -0.3 -0.9 0.42
H -15.886 25.845 17.352 -0.5 0.0 -0.2 0.15
C -8.004 23.501 7.129 -0.5 -1.3 -0.5 -1.55
C -9.137 23.548 8.155 0.3 1.1 0.0 -0.24
C -8.682 24.491 9.275 -0.8 -0.6 -0.1 -0.53
N -9.711 24.717 10.388 0.6 0.1 -0.3 0.94
C -8.966 24.801 11.693 -0.8 -0.1 1.4 -0.42
C -8.180 26.087 11.961 -0.2 -0.3 -2.2 -0.95
C -9.063 27.308 11.653 0.4 -0.1 1.1 0.63
C -9.726 27.267 10.295 -0.5 -1.0 -0.5 -0.89
C -10.524 25.967 10.061 0.3 0.1 0.9 -0.07
C -10.645 23.569 10.531 -0.1 -0.9 0.3 -0.94
H -7.155 22.941 7.525 0.3 0.5 0.1 0.37
H -7.737 24.451 6.672 0.1 0.2 0.4 0.37
H -8.337 22.871 6.300 -0.1 0.1 0.0 0.43
H -9.357 22.559 8.547 0.0 -0.1 -0.2 0.37
H -10.023 23.973 7.678 -0.2 -0.3 0.0 0.19
H -8.506 25.465 8.827 0.5 0.0 0.2 0.21
H -7.815 24.062 9.773 0.2 0.3 -0.2 0.40
H -8.425 23.858 11.783 0.5 0.3 -0.3 0.53
H -9.709 24.656 12.484 -0.3 0.4 -0.1 -0.15
H -7.370 26.132 11.224 0.4 -0.1 0.3 0.34
H -7.773 26.106 12.968 0.0 -0.1 0.0 0.51
H -8.426 28.193 11.714 -0.2 0.1 0.1 0.54
H -9.769 27.328 12.488 -0.5 0.4 -0.3 -0.89
H -8.976 27.381 9.511 0.1 0.1 0.0 0.34
H -10.467 28.054 10.153 0.2 0.2 0.1 0.42
H -10.913 25.864 9.050 0.0 -0.1 0.0 0.32
H -11.364 25.949 10.755 -0.1 -0.1 0.0 -0.13
H -10.134 22.658 10.855 0.5 0.2 -0.3 0.43
H -11.129 23.347 9.584 -0.5 0.3 0.2 0.31
H -11.296 23.754 11.384 -0.5 0.4 -0.5 0.04
C -16.296 31.291 14.420 0.0 0.1 1.5 -1.30
C -16.857 30.604 15.694 -0.8 -0.2 -1.6 0.73
C -18.173 31.253 16.141 1.5 1.2 0.9 -0.81
N -18.914 30.458 17.210 -0.7 0.2 -1.2 0.50
C -17.999 29.731 18.153 -0.1 -0.1 0.4 -0.80
C -17.265 30.650 19.127 0.1 0.4 0.0 -0.73
C -18.246 31.588 19.835 1.0 0.0 -0.3 -0.71
C -19.138 32.335 18.855 -1.2 -0.7 0.5 -0.63
C -19.863 31.349 17.955 0.3 0.3 0.4 -0.56
C -19.757 29.485 16.428 0.2 -0.6 0.6 -0.84
H -15.261 30.984 14.282 -0.9 0.0 0.1 0.03
H -16.240 32.368 14.591 -0.2 0.1 -0.2 0.47
H -16.885 31.056 13.539 0.0 0.1 -0.1 0.42
H -16.057 30.554 16.429 -0.3 0.2 0.4 0.18
H -17.121 29.584 15.397 0.3 -0.2 0.1 -0.25
H -18.821 31.542 15.314 -0.3 -0.9 -0.1 0.32
H -17.964 32.248 16.545 0.3 -0.2 0.4 0.37
H -17.353 29.070 17.582 0.1 0.2 -0.2 0.45
H -18.628 29.056 18.739 -0.3 0.1 -0.1 0.49
H -16.478 31.253 18.666 -0.1 -0.1 -0.4 0.27
H -16.759 30.036 19.873 0.0 -0.2 -0.1 0.47
H -17.711 32.322 20.439 0.1 -0.1 0.1 0.39
H -18.827 30.974 20.528 -0.4 0.2 -0.1 0.30
H -18.731 33.121 18.224 0.5 0.1 0.6 0.38
H -19.905 32.732 19.526 -0.1 0.6 -0.5 0.38
H -20.466 31.871 17.215 -0.1 -0.2 0.0 0.34
H -20.499 30.736 18.595 0.0 -0.3 -0.4 0.42
H -20.274 28.844 17.139 0.0 -0.1 -0.1 0.51
H -19.112 28.873 15.809 -0.1 0.0 -0.1 0.03
H -20.486 30.015 15.823 0.1 0.1 0.0 0.37
C -14.393 26.289 11.243 0.2 -0.5 0.9 -0.52
N -15.705 26.602 11.911 -0.3 0.5 -1.6 0.92
C -15.571 27.839 12.744 1.1 -0.2 -0.6 -0.73
C -16.586 27.013 10.767 -0.8 0.4 -1.3 -0.78
C -16.310 25.482 12.724 -1.7 0.9 -0.1 0.43
C -16.405 24.080 12.161 -0.7 -1.2 0.2 -1.32
O -16.605 24.078 10.768 1.0 0.2 0.2 -0.56
H -13.671 26.314 12.060 0.4 -0.2 -0.3 -0.33
H -14.150 27.020 10.475 -0.2 0.3 0.2 0.43
H -14.464 25.315 10.759 0.0 -0.1 0.2 0.49
H -16.535 28.308 12.908 -0.1 -0.3 0.3 0.53
H -14.958 28.502 12.130 -0.3 0.0 0.4 0.29
H -15.004 27.591 13.640 -0.4 0.0 0.2 -0.12
H -17.639 27.119 11.026 0.1 -0.4 0.5 0.22
H -16.506 26.353 9.905 0.1 -0.5 0.5 0.27
H -16.289 27.986 10.368 0.4 0.0 0.5 0.36
H -17.348 25.803 12.789 0.1 0.2 0.0 -0.25
H -15.946 25.620 13.738 0.4 -0.6 -0.1 0.10
H -17.333 23.602 12.505 0.0 0.6 0.9 0.85
H -15.643 23.404 12.574 0.6 0.2 -0.7 0.28
H -16.848 23.153 10.550 0.0 0.3 -0.5 0.49
C -12.376 28.965 14.610 -0.6 0.8 1.6 -0.08
C -11.271 28.168 15.245 0.2 -1.5 -1.2 0.08
N -10.338 28.968 16.032 0.2 0.8 1.2 0.35
C -9.356 29.820 15.581 0.7 -0.3 -0.4 -0.29
C -8.683 30.285 16.654 -0.1 1.4 0.0 -0.50
N -9.355 29.887 17.770 -0.4 -1.2 -0.1 0.17
C -10.314 29.036 17.372 0.0 0.4 -0.3 -0.31
C -9.019 30.091 19.163 -0.1 0.1 1.1 -0.84
H -13.081 28.414 13.998 0.5 -0.3 -0.2 -0.50
H -12.054 29.872 14.102 0.2 -0.2 -0.2 0.50
H -12.955 29.296 15.484 -0.3 0.3 -0.3 0.32
H -10.701 27.612 14.498 0.3 0.3 0.0 -0.37
H -11.623 27.351 15.876 -0.2 0.2 0.2 -0.08
H -9.099 30.044 14.559 -0.4 -0.4 -0.2 0.50
H -7.874 30.994 16.706 0.0 -0.1 0.0 0.42
H -10.940 28.524 18.082 -0.2 -0.2 -0.3 0.53
H -8.028 30.516 19.299 0.1 -0.3 -0.3 0.35
H -9.112 29.142 19.688 0.4 -0.1 -0.1 0.35
H -9.689 30.761 19.705 -0.3 0.2 -0.6 0.32
P -13.799 23.890 7.300 -1.4 -2.3 -0.5 1.31
F -14.207 24.210 5.767 0.8 -0.1 0.1 -0.39
F -12.850 22.612 6.911 0.8 0.8 -0.4 -0.41
F -12.498 24.868 7.204 0.2 0.2 0.2 -0.36
F -13.485 23.587 8.877 0.5 0.4 0.2 -0.38
F -14.734 25.111 7.759 0.0 0.1 0.3 -0.38
F -14.986 22.767 7.345 -0.2 1.2 0.4 -0.38
P -12.594 24.189 14.537 1.8 -1.4 0.1 1.45
F -11.763 25.473 13.979 -0.5 0.6 -0.6 -0.47
F -13.872 25.085 14.920 0.0 0.5 -0.1 -0.40
F -13.131 23.846 13.054 -0.3 0.6 0.7 -0.22
F -13.339 22.894 15.164 0.0 0.5 0.2 -0.42
F -11.299 23.270 14.245 0.2 -0.1 -0.1 -0.42
F -11.868 24.575 16.001 -1.0 -0.3 0.1 -0.41
P -19.711 26.403 14.350 -2.1 -1.0 0.4 1.49
F -21.046 25.526 14.470 -0.5 0.4 0.1 -0.39
F -20.552 27.843 14.312 0.3 -0.5 -0.4 -0.43
F -19.774 26.578 15.976 0.7 -0.5 0.7 -0.39
F -18.322 27.244 14.415 0.3 0.0 -0.7 -0.47
F -18.877 24.981 14.416 0.2 1.3 0.3 -0.39
F -19.840 26.306 12.764 1.2 0.6 0.1 -0.35
P -13.582 30.945 11.586 -1.4 0.4 -1.6 1.18
F -14.906 30.074 11.068 0.3 0.7 0.3 -0.38
F -14.106 30.685 13.102 1.2 -0.6 -0.1 -0.41
F -12.736 29.572 11.599 0.2 -0.4 0.2 -0.25
F -12.275 31.714 12.168 -0.3 0.0 -0.4 -0.44
F -13.247 31.160 10.022 0.7 0.3 0.8 -0.41
F -14.443 32.314 11.601 0.3 -0.2 -0.1 -0.39
P -18.522 20.777 10.311 -0.4 -0.8 -0.5 1.28
F -19.249 22.077 10.955 0.0 -0.1 0.1 -0.35
F -17.632 20.637 11.663 0.1 -0.3 0.1 -0.36
F -19.632 19.778 10.953 0.0 0.4 0.0 -0.37
F -17.817 19.484 9.604 0.2 0.5 0.6 -0.38
F -19.405 20.964 8.969 0.1 0.2 0.3 -0.37
F -17.339 21.745 9.732 -0.1 0.0 -0.3 -0.50